1.
99
Properties=species:S:1:pos:R:3 method="wB97M-V/def2-TZVPD" homo_ha="0.0110 / -0.2475" spin_multiplicity=2 charge=-1 s2=0.750
C 1.936 3.355 -2.133
O 1.291 4.659 -2.156
H 2.696 3.360 -1.351
H 1.278 2.532 -1.855
H 2.311 2.980 -3.086
H 1.947 5.266 -1.806
C -1.808 1.989 4.303
O -1.235 1.888 5.626
H -2.895 1.907 4.309
H -1.608 2.908 3.753
H -1.400 1.158 3.728
H -1.223 0.989 5.960
C -3.599 0.233 1.032
O -4.243 -0.873 0.486
H -3.929 1.105 0.468
H -3.876 0.370 2.078
H -2.521 0.100 0.945
H -4.017 -1.687 0.943
C -2.282 -2.043 -3.298
O -2.875 -0.752 -3.238
H -1.710 -2.136 -4.221
H -1.606 -2.105 -2.446
H -3.042 -2.822 -3.244
H -2.173 -0.158 -3.511
C -1.265 -1.998 3.728
O -0.993 -3.040 2.836
H -1.957 -1.251 3.340
H -1.854 -2.374 4.565
H -0.330 -1.572 4.093
H -1.724 -3.199 2.234
C 0.587 0.653 -4.497
O -0.577 1.159 -3.880
H 1.353 1.416 -4.637
H 0.871 -0.122 -3.785
H 0.391 0.368 -5.531
H -0.699 2.065 -4.172
C -1.345 3.887 0.220
O -1.126 2.688 0.844
H -1.034 3.845 -0.824
H -2.403 4.133 0.311
H -0.845 4.743 0.673
H -0.875 2.015 0.206
C 4.819 -2.056 1.491
O 5.630 -1.465 0.450
H 3.755 -1.878 1.330
H 4.873 -3.144 1.521
H 5.143 -1.543 2.396
H 5.499 -0.519 0.548
C 4.606 2.050 0.570
O 5.839 1.352 0.713
H 4.311 2.650 1.431
H 4.708 2.736 -0.270
H 3.823 1.385 0.204
H 6.558 1.902 1.032
C 0.510 -0.200 1.037
C 0.572 -0.266 -0.500
O -0.314 0.678 -0.946
H 1.259 -0.815 1.535
H -0.493 -0.449 1.384
H 0.665 0.838 1.332
H 0.262 -1.238 -0.884
H 1.508 0.070 -0.946
H -0.462 0.443 -1.865
C -1.775 -4.691 -0.521
C -2.662 -3.557 -0.032
O -3.039 -3.628 1.320
H -0.866 -4.853 0.058
H -1.450 -4.565 -1.554
H -2.286 -5.653 -0.478
H -3.489 -3.615 -0.739
H -2.229 -2.568 -0.182
H -3.587 -4.387 1.530
C 3.388 1.227 3.835
C 2.221 0.690 4.660
O 2.715 -0.288 5.536
H 2.960 1.896 3.088
H 3.964 0.487 3.279
H 4.057 1.746 4.521
H 1.486 0.186 4.033
H 1.766 1.524 5.194
H 3.271 0.263 6.092
C 1.818 -3.478 -3.668
C 1.398 -3.559 -2.200
O 2.505 -3.065 -1.501
H 2.161 -2.462 -3.863
H 1.010 -3.704 -4.364
H 2.660 -4.111 -3.948
H 1.168 -4.588 -1.921
H 0.495 -2.987 -1.985
H 2.525 -3.392 -0.598
C -4.859 2.504 -2.635
C -3.388 2.666 -2.579
O -2.976 4.032 -2.593
H -5.464 3.161 -2.009
H -5.048 1.471 -2.341
H -5.156 2.593 -3.680
H -2.971 2.293 -3.515
H -2.844 2.217 -1.748
H -2.138 4.023 -3.062

---

2.
16
Properties=species:S:1:pos:R:3 method="wB97M-V/def2-TZVPD" homo_ha=-0.3136 spin_multiplicity=1 e_above_lowest_kj_mol=477.1
C -0.119 1.679 -0.846
C 0.140 0.829 0.349
C -2.148 -1.329 -0.016
C 1.118 -0.193 0.085
C 2.232 -0.079 1.087
O 1.371 -1.168 1.100
H -0.093 2.741 -0.563
H -1.179 1.487 -1.094
H 0.490 1.510 -1.753
H -1.633 -0.570 0.577
H -3.185 -1.023 -0.179
H -2.122 -2.276 0.527
H -1.651 -1.457 -0.983
H 1.409 -0.522 -0.919
H 3.240 -0.247 0.709
H 2.131 0.617 1.918

---

3.
81
Properties=species:S:1:pos:R:3 method="wB97M-V/def2-TZVPD" homo_ha="-0.3629 / -0.3603" spin_multiplicity=5 charge=+1 s2=6.250
Ho 8.397 -8.747 12.937
N 8.386 -9.184 10.470
C 9.683 -9.589 9.915
C 10.474 -10.342 10.989
O 11.233 -11.279 10.625
N 10.262 -10.022 12.286
C 10.868 -10.870 13.290
C 10.212 -10.776 14.629
O 10.767 -11.144 15.660
O 8.983 -10.218 14.612
H 7.716 -9.945 10.334
H 7.979 -8.434 9.897
H 10.279 -8.736 9.545
H 9.589 -10.294 9.062
H 11.944 -10.656 13.464
H 10.873 -11.943 12.970
C 7.421 -3.520 10.173
C 6.796 -4.604 9.577
C 6.533 -5.752 10.326
C 6.910 -5.872 11.669
C 7.500 -4.743 12.269
C 7.787 -3.606 11.513
N 6.629 -7.021 12.393
C 5.352 -7.341 12.745
C 4.247 -6.454 12.641
C 3.002 -6.838 13.062
C 2.784 -8.091 13.637
C 3.837 -8.967 13.785
C 5.108 -8.631 13.310
N 6.170 -9.477 13.377
N 5.915 -10.690 13.837
C 6.673 -11.655 13.370
C 6.587 -12.935 13.985
C 7.315 -13.965 13.470
C 8.113 -13.736 12.337
C 8.171 -12.463 11.820
N 7.537 -11.428 12.376
H 7.649 -2.605 9.611
H 6.451 -4.577 8.531
H 5.964 -6.574 9.861
H 7.672 -4.716 13.373
H 8.318 -2.763 11.983
H 4.417 -5.457 12.212
H 2.149 -6.169 12.913
H 1.790 -8.405 13.987
H 3.721 -9.953 14.258
H 5.937 -13.024 14.858
H 7.288 -14.956 13.933
H 8.673 -14.543 11.849
H 8.817 -12.268 10.961
N 8.754 -9.642 17.133
C 9.242 -8.336 17.707
C 8.207 -7.210 17.607
C 8.055 -6.542 16.226
N 7.463 -7.470 15.223
C 9.445 -6.027 15.832
C 10.576 -7.072 15.767
N 10.539 -7.806 14.469
C 10.581 -7.920 17.073
H 7.844 -9.898 17.528
H 9.403 -10.414 17.387
H 8.800 -9.771 16.048
H 9.447 -8.501 18.786
H 8.530 -6.421 18.317
H 7.217 -7.559 17.967
H 7.385 -5.691 16.338
H 6.913 -6.897 14.572
H 6.757 -8.035 15.701
H 9.718 -5.273 16.609
H 9.392 -5.455 14.887
H 11.522 -6.500 15.808
H 11.150 -8.621 14.559
H 11.018 -7.212 13.767
H 11.083 -7.314 17.842
H 11.220 -8.801 16.937
N 11.246 -6.920 11.830
N 9.820 -6.850 11.689
H 11.760 -6.247 11.234
H 11.538 -7.869 11.589
H 9.549 -6.846 10.694
H 9.547 -5.934 12.054

---

Number 1: E_tot -49431.3172 eV. Number 2: E_tot -7389.8205 eV. Number 3: E_tot -76961.9222 eV.